Entry 1:
This record from the Open Molecules 2025 dataset describes an isolated molecule of C20H31NO3S. The level of theory is ωB97M-V with the def2-TZVPD basis set.

HOMO   -8.247 eV
Structure (SMILES)   CCOC(=O)C1(CCOc2ccccc2)CCN([C@H](C)CSC)CC1
Energy relative to the best compared isomer or geometry (same formula, charge and spin)   0.030 eV
DFT total energy   -39711.3409 eV

Last column: Löwdin charge in e.
Element x y z (Å)
C: -3.332 2.221 1.111  -0.06
C: -2.526 1.356 2.069  -0.20
H: -2.381 1.858 3.028  0.13
H: -3.027 0.394 2.221  0.12
O: -1.208 1.119 1.570  -0.01
C: -1.058 0.119 0.699  -0.47
O: -1.960 -0.603 0.356  0.12
C: 0.384 -0.065 0.235  -0.36
C: 1.282 1.132 0.551  -0.10
H: 1.222 1.390 1.608  0.12
C: 0.910 2.362 -0.277  -0.17
N: 0.972 2.057 -1.694  -0.13
C: 0.002 1.022 -2.007  -0.19
C: 0.371 -0.271 -1.287  -0.10
H: -0.353 -1.045 -1.544  0.13
H: 1.362 -0.600 -1.604  0.12
H: -0.006 0.850 -3.083  0.08
H: -1.018 1.312 -1.699  0.13
C: 0.930 3.241 -2.549  -0.42
C: 1.871 3.093 -3.752  -0.43
H: 2.878 2.855 -3.417  0.08
H: 1.889 4.035 -4.301  0.07
S: 1.415 1.819 -4.977  0.80
C: 2.547 0.495 -4.464  -0.39
H: 2.457 0.350 -3.394  0.01
H: 2.251 -0.403 -4.996  0.03
H: 3.564 0.767 -4.735  0.03
C: -0.466 3.678 -3.003  -0.06
H: -0.871 2.980 -3.732  0.06
H: -0.407 4.660 -3.466  0.08
H: -1.143 3.739 -2.154  0.07
H: 1.361 4.060 -1.956  0.14
H: 1.626 3.158 -0.057  0.12
H: -0.092 2.713 0.022  0.12
H: 2.311 0.855 0.316  0.13
C: 0.890 -1.355 0.909  -0.09
C: 0.840 -1.314 2.441  -0.17
O: 1.189 -2.553 3.014  -0.04
C: 0.277 -3.570 3.033  -0.26
C: -1.025 -3.504 2.549  -0.02
C: -1.853 -4.611 2.652  -0.08
C: -1.404 -5.784 3.228  -0.11
C: -0.105 -5.852 3.708  -0.09
C: 0.728 -4.757 3.613  -0.01
H: 1.741 -4.790 3.983  0.12
H: 0.259 -6.762 4.160  0.10
H: -2.057 -6.640 3.301  0.10
H: -2.861 -4.546 2.270  0.10
H: -1.414 -2.611 2.086  0.09
H: 1.586 -0.614 2.826  0.13
H: -0.148 -0.993 2.794  0.13
H: 1.919 -1.546 0.600  0.13
H: 0.277 -2.189 0.560  0.12
H: -3.468 1.701 0.166  0.08
H: -2.818 3.163 0.929  0.08
H: -4.308 2.429 1.540  0.08



Entry 2:
This record from the Open Molecules 2025 dataset describes a structure of composition C20H31O2Os. The level of theory is ωB97M-V with the def2-TZVPD basis set.

Expectation value of S²   6.0241
HOMO (spin up / spin down)   -9.945 / -11.356 eV
Net charge   +1
Multiplicity   5
DFT total energy   -27790.8692 eV

Last column: Mulliken spin population.
Element x y z (Å)
O: -0.548 -0.085 -0.527  0.02
C: -1.822 0.505 -0.815  0.00
C: -2.598 -0.822 -0.748  0.00
H: -1.723 0.846 -1.864  0.00
H: -2.071 1.333 -0.108  0.00
C: -1.186 -1.391 -0.395  -0.02
H: -3.033 -1.157 -1.710  0.00
H: -3.345 -0.764 0.057  0.00
C: -0.532 -2.295 -1.430  0.00
H: -0.425 -1.757 -2.371  0.00
H: -1.120 -3.213 -1.567  0.00
H: 0.448 -2.627 -1.048  0.00
C: -1.167 -1.867 1.050  0.05
H: -1.459 -1.043 1.724  0.00
H: -0.157 -2.196 1.341  -0.02
H: -1.840 -2.734 1.200  0.00
Os: 2.303 0.190 2.493  2.39
C: 1.588 0.558 4.501  0.06
C: 1.427 1.990 4.375  0.36
C: 0.371 2.246 3.480  0.07
H: 1.998 2.714 4.954  0.02
C: -0.153 1.006 3.021  0.31
C: 0.540 -0.055 3.692  0.09
H: 0.218 -1.095 3.742  0.02
H: 2.194 0.034 5.239  0.00
H: -0.035 3.225 3.231  0.00
H: -0.996 0.871 2.340  0.04
C: 3.969 -1.036 3.096  0.13
C: 2.773 -1.806 3.138  0.02
C: 2.240 -1.861 1.819  0.19
H: 2.340 -2.292 4.011  0.00
C: 3.060 -1.082 0.972  -0.01
C: 4.146 -0.578 1.759  0.08
H: 4.960 0.036 1.398  0.02
H: 4.621 -0.840 3.948  0.01
H: 1.369 -2.416 1.512  -0.01
H: 2.832 -0.867 -0.072  0.00
O: -1.260 0.344 -3.511  0.00
C: -2.467 -0.280 -4.081  0.00
C: -2.948 0.554 -5.289  0.00
H: -3.289 -0.259 -3.324  0.00
H: -2.207 -1.321 -4.347  0.00
C: -2.237 1.920 -5.108  0.00
H: -4.046 0.657 -5.240  0.00
H: -2.675 0.010 -6.208  0.00
C: -1.194 1.718 -3.995  0.00
H: -2.945 2.704 -4.790  0.00
H: -1.749 2.235 -6.036  0.00
H: -1.457 2.371 -3.133  0.00
H: -0.190 1.955 -4.339  0.00
C: 2.340 1.700 1.152  0.14
H: 3.048 2.406 1.603  0.04
H: 1.374 2.201 1.041  0.00
H: 2.718 1.409 0.162  0.00



Entry 3:
This record from the Open Molecules 2025 dataset describes a structure of composition C20H31O3Ru. The level of theory is ωB97M-V with the def2-TZVPD basis set.

Expectation value of S²   8.7778
HOMO (spin up / spin down)   -4.273 / -8.153 eV
Multiplicity   6
DFT total energy   -29957.5027 eV

Last column: Mulliken spin population.
Element x y z (Å)
O: -2.978 0.077 -1.802  0.00
C: -1.557 -0.071 -2.119  -0.09
C: -1.355 1.437 -2.382  0.02
H: -1.504 -0.754 -2.969  0.00
H: -0.939 -0.436 -1.279  0.11
C: -2.844 1.539 -1.957  -0.01
H: -1.220 1.642 -3.449  0.00
H: -0.603 1.941 -1.764  0.00
C: -3.588 2.194 -3.094  0.00
H: -3.162 1.820 -4.032  0.00
H: -3.445 3.269 -3.053  0.00
H: -4.643 1.959 -3.071  0.00
C: -3.223 2.095 -0.610  0.00
H: -2.338 1.932 0.017  0.02
H: -4.068 1.505 -0.215  0.00
H: -3.505 3.139 -0.657  0.00
Ru: 0.886 -0.044 1.684  3.19
C: 1.830 1.215 3.259  0.08
C: 2.677 0.078 3.032  0.11
C: 3.137 0.155 1.663  0.21
H: 2.949 -0.674 3.770  0.01
C: 2.528 1.311 1.043  0.04
C: 1.694 1.953 2.018  0.14
H: 1.094 2.861 1.878  0.01
H: 1.402 1.520 4.202  -0.06
H: 3.798 -0.555 1.179  0.02
H: 2.673 1.675 0.026  -0.01
C: -0.371 -1.027 4.222  -0.06
C: -0.558 0.173 3.288  0.33
C: -1.148 -0.320 2.081  0.09
H: -0.701 1.159 3.691  -0.06
C: -0.724 -1.713 1.960  0.07
C: -0.305 -2.135 3.220  0.59
H: -0.072 -3.145 3.518  0.01
H: -1.259 -1.182 4.852  0.11
H: -1.750 0.216 1.377  0.12
H: -0.924 -2.327 1.067  0.01
O: 1.174 -0.954 -2.633  0.01
C: 1.023 -0.350 -3.960  0.00
C: 1.377 -1.341 -5.084  0.00
H: 1.704 0.524 -3.991  0.00
H: -0.014 0.018 -4.047  0.00
C: 2.053 -2.512 -4.351  0.00
H: 2.073 -0.854 -5.774  0.00
H: 0.494 -1.657 -5.649  0.00
C: 2.031 -2.112 -2.851  0.00
H: 3.082 -2.590 -4.711  0.00
H: 1.542 -3.463 -4.541  0.00
H: 3.075 -1.849 -2.573  0.00
H: 1.673 -2.946 -2.219  0.00
C: 0.555 -0.453 6.411  0.00
O: 0.764 -0.940 5.082  -0.02
H: 0.979 0.559 6.509  0.00
H: 1.053 -1.141 7.112  0.00
H: -0.522 -0.421 6.677  0.00



Entry 4:
This record from the Open Molecules 2025 dataset describes a structure of composition C20H31O5PtS. The level of theory is ωB97M-V with the def2-TZVPD basis set.

Expectation value of S²   6.0151
HOMO (spin up / spin down)   -10.759 / -11.931 eV
Net charge   +1
Multiplicity   5
Energy relative to the best compared isomer or geometry (same formula, charge and spin)   0.277 eV
DFT total energy   -45548.1474 eV

Last column: Mulliken spin population.
Element x y z (Å)
O: 0.155 -0.104 -4.255  0.00
C: 0.008 1.230 -4.903  0.00
C: -0.142 0.658 -6.296  0.00
H: 0.935 1.803 -4.753  0.00
H: -0.891 1.783 -4.572  0.00
C: 0.027 -0.701 -5.591  0.00
H: 0.679 0.902 -6.988  0.00
H: -1.148 0.774 -6.731  0.00
C: 1.268 -1.411 -6.053  0.00
H: 2.161 -0.754 -6.049  0.00
H: 1.066 -1.716 -7.095  0.00
H: 1.444 -2.322 -5.458  0.00
C: -1.191 -1.561 -5.791  0.00
H: -2.126 -1.017 -5.549  0.00
H: -1.104 -2.496 -5.212  0.00
H: -1.206 -1.810 -6.872  0.00
Pt: -0.267 -0.429 2.893  0.99
C: -2.198 -0.860 4.219  0.30
C: -1.856 0.513 4.369  0.30
C: -1.862 1.123 3.050  0.20
H: -1.764 1.050 5.303  0.02
C: -2.336 0.125 2.110  0.24
C: -2.446 -1.125 2.823  0.19
H: -2.741 -2.074 2.384  0.00
H: -2.276 -1.570 5.041  0.00
H: -1.700 2.171 2.824  0.01
H: -2.594 0.323 1.072  0.03
C: 0.747 -1.988 4.390  0.26
C: -0.037 -2.726 3.445  0.30
C: 0.445 -2.440 2.121  0.19
H: -0.832 -3.426 3.694  0.01
C: 1.560 -1.512 2.252  0.24
C: 1.739 -1.242 3.663  0.27
H: 2.563 -0.688 4.096  0.05
H: 0.653 -1.993 5.468  -0.01
H: 0.092 -2.856 1.186  0.00
H: 2.177 -1.133 1.449  0.02
O: 0.495 0.266 0.246  0.11
C: -0.237 -0.502 -0.724  0.01
C: -0.683 0.459 -1.791  0.01
H: -1.106 -0.992 -0.273  -0.01
H: 0.407 -1.317 -1.103  0.00
C: 0.240 1.669 -1.577  0.00
H: -1.731 0.733 -1.661  0.00
H: -0.607 -0.057 -2.743  0.00
C: 0.327 1.681 -0.070  0.01
H: -0.064 2.599 -2.072  0.00
H: 1.245 1.417 -1.933  0.00
H: -0.576 2.103 0.390  0.00
H: 1.196 2.164 0.360  0.00
C: 2.613 2.479 4.806  0.01
S: 0.944 1.883 4.572  0.03
O: 0.721 0.804 5.550  0.01
O: 0.046 3.010 4.625  0.01
O: 0.990 1.286 3.132  0.21
H: 2.789 2.531 5.885  0.00
H: 2.659 3.477 4.364  0.00
H: 3.329 1.807 4.330  0.00



DFT total energy of number 2 (C20H31O2Os)? -27790.8692 eV



Which value of DFT total energy does entry 2 give? -27790.8692 eV



Which formula does entry 1 have? C20H31NO3S